12
Properties=species:S:1:pos:R:3 method="wB97M-V/def2-TZVPD" homo_energy_ha=-0.332 orbital_gap_ev=9.8 e_lumo_ev=0.81 smiles="C=Cc1ncoc1F" max_force_ha_per_bohr=0.1271
C 0.37135 -0.13038 1.48647
C 0.74964 1.90360 0.85538
C 0.05248 0.03136 0.22366
C -0.52350 -0.89232 -0.62745
C -0.72421 -1.03294 -1.95312
H 1.30306 2.80697 1.00589
H -1.25753 -1.68178 0.01745
H -1.08312 -1.93910 -2.31849
H -0.15629 -0.38553 -2.92894
N 0.39446 1.26113 -0.16456
O 0.80299 1.07926 1.95891
F 0.07067 -1.02028 2.44480